{"formula": "C4H6IN2O2S", "method": "ωB97M-V with the def2-TZVPD basis set", "species": ["C", "C", "C", "C", "N", "N", "O", "O", "S", "I", "H", "H", "H", "H", "H", "H"], "positions_angstrom": [[2.208, 0.257, 1.336], [0.553, 0.310, -0.496], [-2.539, 0.537, 0.109], [-1.814, -0.177, -1.016], [1.174, 0.368, 0.660], [3.262, -1.443, 0.759], [0.711, 1.111, -1.397], [-0.567, -0.577, -0.395], [2.776, 0.787, 2.708], [4.105, -0.631, -0.954], [-3.560, 0.785, -0.124], [-2.661, -0.090, 0.955], [-2.147, 1.398, 0.454], [-1.543, 0.191, -1.967], [-2.286, -1.122, -1.194], [2.330, -1.705, 0.561]], "mulliken_charge": [0.38, 0.57, -1.21, -0.28, -0.24, -0.71, -0.60, -0.36, -0.47, -0.05, 0.40, 0.34, 0.39, 0.38, 0.20, 0.28], "total_charge": -1, "orbital_gap_ev": [7.0360, 7.0353], "total_energy_ev": -30255.015}

{"formula": "C15H15N3PPd", "method": "ωB97M-V with the def2-TZVPD basis set", "species": ["C", "C", "C", "C", "C", "Pd", "P", "H", "H", "H", "H", "H", "H", "H", "H", "N", "C", "C", "C", "C", "C", "C", "C", "N", "C", "C", "N", "C", "H", "H", "H", "H", "H", "H", "H"], "positions_angstrom": [[-0.558, -1.088, -0.213], [-0.115, -2.473, -0.550], [-0.133, -2.349, -1.974], [-0.289, -0.997, -2.360], [-0.586, -0.284, -1.165], [1.355, -1.422, -1.135], [0.694, 0.081, 1.979], [-0.898, -1.382, 0.737], [0.352, -3.414, -0.224], [0.309, -3.060, -2.581], [-0.285, 0.658, -1.621], [-0.272, -0.959, -3.407], [1.807, 0.932, 2.289], [0.848, -0.894, 3.077], [-0.364, 0.897, 2.529], [1.076, 9.751, 4.215], [0.856, 8.749, 3.595], [0.590, 7.571, 2.864], [1.538, 6.540, 2.832], [1.275, 5.378, 2.117], [0.063, 5.299, 1.418], [-0.897, 6.310, 1.435], [-0.621, 7.453, 2.172], [-0.215, 4.161, 0.667], [-1.300, 3.923, -0.197], [-1.200, 2.599, -0.558], [-0.137, 2.025, 0.111], [0.494, 2.979, 0.753], [2.480, 6.639, 3.359], [1.999, 4.562, 2.083], [-1.830, 6.176, 0.882], [-1.360, 8.248, 2.193], [-2.022, 4.671, -0.481], [-1.806, 2.000, -1.223], [1.372, 2.860, 1.372]], "mulliken_charge": [-0.41, -0.89, -0.67, -0.94, -0.16, 0.56, -0.11, 0.93, 0.37, 0.41, 0.27, 0.39, 0.06, 0.08, 0.08, -0.72, 0.30, 0.17, -1.11, -0.55, 1.91, -0.47, -1.07, 0.21, -0.43, -0.60, -0.23, -0.35, 0.38, 0.20, 0.16, 0.37, 0.33, 0.42, 0.09], "total_charge": -1, "orbital_gap_ev": [2.8682, 6.2838], "s2": 2.026, "total_energy_ev": -33027.226, "multiplicity": 3}

{"formula": "C3H4FNO", "method": "ωB97M-V with the def2-TZVPD basis set", "species": ["C", "C", "F", "C", "N", "O", "H", "H", "H", "H"], "positions_angstrom": [[1.712, 0.781, 0.051], [0.729, -0.167, 0.008], [0.880, -1.471, -0.079], [-0.673, 0.330, 0.072], [-1.653, -0.713, 0.171], [-0.873, 1.537, -0.134], [1.311, 1.834, 0.364], [2.873, 0.645, -0.076], [-2.696, -0.561, -0.331], [-1.463, -1.647, -0.165]], "mulliken_charge": [-0.55, 0.53, -0.25, 0.28, -0.54, -0.56, 0.21, 0.27, 0.31, 0.30], "smiles": "C=C(F)C(N)=O", "orbital_gap_ev": 10.2267, "total_energy_ev": -9429.384}

How do the records compare in energy relative to the best compared isomer or geometry (same formula, charge and spin)? In the order shown, they have 44.1 0.0 118.9 kJ/mol.